Here is an isolated molecule of C6H8F3NO2 at a distorted geometry from OMol25. Energies are from wB97M-V/def2-TZVPD.

```
! RIJCOSX wB97M-V def2-TZVPD def2/J DEFGRID3
* xyz 0 3
H 1.98307 -1.20355 -0.75900
H 2.23463 0.72148 -0.28878
H 0.52301 -2.00248 -1.37288
C 0.42014 -1.84450 0.70556
H 1.31538 -2.13241 1.29883
H 1.32295 1.60450 -1.54111
H -0.07615 2.83528 -0.15366
C -2.11669 -0.03411 -0.06638
C 1.14432 1.18418 -0.58320
F -2.29892 -1.29041 -0.60122
N 0.21522 0.02013 -0.71466
C 0.46499 2.12654 0.34517
O -0.47364 -0.98950 1.36055
F -2.95331 0.08127 1.01215
H -0.06163 -2.74810 0.58831
O -0.50301 1.34638 1.07521
C 0.81489 -1.28045 -0.64621
H 1.16169 2.60383 1.01820
F -2.42512 0.83324 -1.05253
C -0.69182 0.16867 0.37566
*
```

Values from the calculation:
Orbital gap (spin up / spin down) (eV): 4.0 / 6.4
<S²>: 2.0047
ΔE to the lowest compared entry with this formula, charge and spin (eV): 4.701
HOMO level (spin up / spin down) (eV): -3.14 / -11.03

Löwdin analysis output, partial charges in e: H 0.078; H 0.093; H 0.126; C -0.206; H 0.125; H 0.101; H 0.101; C -0.473; C -0.180; F 0.142; N 0.169; C -0.129; O 0.014; F 0.164; H 0.094; O 0.052; C -0.193; H 0.128; F 0.165; C -0.372

=====

Here is a structure of composition H4OP2S at a distorted geometry from OMol25. Energies are from wB97M-V/def2-TZVPD.

```
! RIJCOSX wB97M-V def2-TZVPD def2/J DEFGRID3
* xyz 0 1
H 1.52790 -0.17327 -1.68469
H -1.88892 -0.98691 1.14195
O -1.46917 -0.99490 0.28889
H 1.14366 1.59529 -0.87543
H 1.15834 -1.34319 0.56873
S -0.72368 1.38213 1.78302
P 0.39713 0.55409 -1.67051
P -0.14526 -0.03325 0.44803
*
```

Values from the calculation:
Orbital gap (eV): 8.5
ΔE to the lowest compared entry with this formula, charge and spin (eV): 1.422
HOMO level (eV): -9.10

Löwdin analysis output, partial charges in e: H -0.214; H 0.006; O -0.414; H -0.104; H 0.066; S 0.073; P 0.571; P 0.017

=====

Here is a cluster of 2 separate species, C6H12O2 in total at a distorted geometry from OMol25. Energies are from wB97M-V/def2-TZVPD.

```
! RIJCOSX wB97M-V def2-TZVPD def2/J DEFGRID3
* xyz 0 1
H 1.13648 0.30538 2.87051
H 1.87099 2.19339 0.58865
H 1.95926 0.41352 0.54420
O -1.48579 -0.98843 -2.09373
C 1.31064 1.28025 0.38687
H -0.77021 -2.12749 0.06721
H -0.58648 1.98722 1.01928
C 0.42877 1.13392 2.73106
C 0.05418 1.14061 1.23207
H 1.03886 1.17361 -0.68492
H -0.40127 1.13766 3.42991
C -0.35711 -0.87649 -1.58765
C -0.17506 -1.21571 -0.02486
H 0.83752 -1.57924 0.14050
H -0.64352 0.75345 -1.43434
H -1.01345 -0.73357 1.88206
O 0.74366 -0.58885 -2.11073
C -0.70871 -0.18440 0.98535
H -1.70182 0.02775 0.56035
H 1.08312 2.00680 2.84721
*
```

Values from the calculation:
Orbital gap (eV): 6.8
ΔE to the lowest compared entry with this formula, charge and spin (eV): 6.431
HOMO level (eV): -10.13

Löwdin analysis output, partial charges in e: H 0.087; H 0.088; H 0.090; O 0.060; C -0.074; H 0.118; H 0.122; C -0.080; C -0.428; H 0.051; H 0.078; C -0.731; C -0.092; H 0.111; H 0.454; H 0.112; O 0.040; C -0.190; H 0.112; H 0.074

=====

Repeat the third record exactly.
Here is a cluster of 2 separate species, C6H12O2 in total at a distorted geometry from OMol25. Energies are from wB97M-V/def2-TZVPD.

```
! RIJCOSX wB97M-V def2-TZVPD def2/J DEFGRID3
* xyz 0 1
H 1.13648 0.30538 2.87051
H 1.87099 2.19339 0.58865
H 1.95926 0.41352 0.54420
O -1.48579 -0.98843 -2.09373
C 1.31064 1.28025 0.38687
H -0.77021 -2.12749 0.06721
H -0.58648 1.98722 1.01928
C 0.42877 1.13392 2.73106
C 0.05418 1.14061 1.23207
H 1.03886 1.17361 -0.68492
H -0.40127 1.13766 3.42991
C -0.35711 -0.87649 -1.58765
C -0.17506 -1.21571 -0.02486
H 0.83752 -1.57924 0.14050
H -0.64352 0.75345 -1.43434
H -1.01345 -0.73357 1.88206
O 0.74366 -0.58885 -2.11073
C -0.70871 -0.18440 0.98535
H -1.70182 0.02775 0.56035
H 1.08312 2.00680 2.84721
*
```

Values from the calculation:
Orbital gap (eV): 6.8
ΔE to the lowest compared entry with this formula, charge and spin (eV): 6.431
HOMO level (eV): -10.13

Löwdin analysis output, partial charges in e: H 0.087; H 0.088; H 0.090; O 0.060; C -0.074; H 0.118; H 0.122; C -0.080; C -0.428; H 0.051; H 0.078; C -0.731; C -0.092; H 0.111; H 0.454; H 0.112; O 0.040; C -0.190; H 0.112; H 0.074